Formula: C27H23IrN4OTe
Source: the Open Molecules 2025 dataset
Level of theory: wB97M-V/def2-TZVPD

CARTESIAN COORDINATES (ANGSTROEM)
1 Ir 0.0395 1.0198 0.1203
2 C -3.1544 0.8876 3.3684
3 C -3.9250 -0.1890 2.9697
4 C -3.5784 -0.8799 1.8217
5 C -2.4677 -0.4802 1.0896
6 N -1.7366 0.5690 1.4759
7 C -2.0651 1.2280 2.5904
8 C -2.0405 -1.1762 -0.1364
9 C -2.6618 -2.3298 -0.5899
10 C -2.2367 -2.9213 -1.7655
11 C -1.2008 -2.3380 -2.4711
12 C -0.6129 -1.2030 -1.9582
13 N -1.0113 -0.6379 -0.8092
14 H -3.3849 1.4506 4.2611
15 H -4.7894 -0.4910 3.5453
16 H -4.1824 -1.7168 1.5080
17 H -1.4201 2.0559 2.8585
18 H -3.4736 -2.7715 -0.0341
19 H -2.7186 -3.8190 -2.1283
20 H -0.8430 -2.7512 -3.4033
21 H 0.2003 -0.7066 -2.4688
22 O 1.7982 0.9240 -1.7422
23 C 2.6610 1.7951 -1.9926
24 C 3.9126 1.4062 -2.6072
25 C 4.9060 2.3131 -2.8188
26 C 4.7125 3.6532 -2.4476
27 C 3.5039 4.0780 -1.8867
28 C 2.4669 3.1968 -1.6689
29 C 1.1831 3.6800 -1.1849
30 N 0.2280 3.0323 -0.5191
31 C -0.7838 3.9396 -0.2747
32 C -0.4468 5.1385 -0.8047
33 N 0.7892 4.9617 -1.3567
34 H 4.0215 0.3620 -2.8675
35 H 5.8443 2.0085 -3.2616
36 H 5.5074 4.3713 -2.5961
37 H 3.4050 5.1177 -1.6051
38 H -1.6801 3.6554 0.2476
39 H -0.9692 6.0777 -0.8400
40 H 1.2996 5.6578 -1.8756
41 C 0.6617 -1.2697 2.7695
42 Te 2.0055 -0.2142 1.5048
43 C 1.9597 -1.9360 0.2570
44 C 0.7854 -2.7487 0.7408
45 C 0.3332 -3.8375 -0.0068
46 C -0.7288 -4.6007 0.4431
47 C -1.3494 -4.2865 1.6491
48 C -0.9044 -3.2114 2.3957
49 C 0.1621 -2.4341 1.9437
50 H -0.1460 -0.5875 3.0356
51 H 1.1802 -1.5673 3.6794
52 H 2.9029 -2.4772 0.3274
53 H 1.8285 -1.5861 -0.7622
54 H 0.8262 -4.0920 -0.9379
55 H -1.0671 -5.4502 -0.1354
56 H -2.1690 -4.8925 2.0119
57 H -1.3767 -2.9770 3.3424

Summary:
- E: -46497.540 eV
- Charge: +2
- Gap between HOMO and LUMO (spin up / spin down): 7.61 / 6.26 eV
- 2S+1: 5
- Molar mass: 739.33 g mol⁻¹
- Relative energy (zero: lowest compared OMol25 entry of this formula, charge and spin): 4.3 kcal/mol
- LUMO level (spin up / spin down): -5.76 / -7.95 eV